{
  "formula": "C2H14N2O3",
  "method": "ωB97M-V/def2-TZVPD",
  "species": ["C", "H", "N", "O", "H", "H", "H", "H", "H", "H", "N", "H", "H", "O", "H", "C", "H", "O", "H", "H", "H"],
  "xyz": [[-2.371, -0.430, -0.894], [1.047, 1.297, -2.092], [-1.012, -0.020, -1.180], [0.495, -1.148, 1.106], [-0.202, -1.437, 1.702], [-0.765, -0.279, -2.079], [-1.159, 2.041, -1.597], [-2.725, -0.094, 0.083], [3.090, -3.383, 0.077], [-2.307, -1.512, -0.832], [0.766, 1.788, -1.245], [1.644, 1.781, 1.946], [2.055, -3.004, 1.141], [2.807, -3.585, 0.975], [-0.776, 1.418, 0.145], [-0.594, 1.385, -0.930], [0.144, -0.521, 0.453], [1.217, 2.380, 2.561], [1.433, 1.470, -0.547], [0.376, 1.978, 2.797], [-3.160, -0.122, -1.588]],
  "total_energy_ev": -11423.044,
  "max_force_ev_per_a": 2.28,
  "smiles": "CNCN.O.O.O",
  "homo_lumo_gap_ha": 0.3655,
  "e_above_lowest_kcal_mol": 31.88
}